(1)
Below is a structure of composition C63H39Cl4GeN4Os, with properties calculated with the ωB97M-V functional and the def2-TZVPD basis.

Multiplicity   5
Total charge   -1
Calculated total energy   -180998.5691 eV
E_HOMO (alpha / beta)   -3.6 / -4.5 eV
Gap between HOMO and LUMO (alpha / beta)   5.4156 / 5.5182 eV

Atoms and positions in Å:
1 H 3.861 -0.533 -0.525
2 H 4.497 -5.650 3.677
3 H 3.485 0.694 2.771
4 C -0.168 -1.903 -6.488
5 C -2.058 1.805 -0.766
6 C -3.713 -1.633 -0.238
7 Cl 3.306 -7.202 5.741
8 H -1.644 -2.969 -5.337
9 H -1.864 -4.736 -2.372
10 H 0.179 4.046 1.563
11 C 3.332 5.240 1.423
12 C 1.175 1.579 1.087
13 H 5.771 1.806 -3.578
14 C -4.712 4.665 3.118
15 N -3.024 -0.541 0.212
16 C -5.969 2.752 3.880
17 C 2.630 -6.012 4.657
18 C 2.596 -1.283 2.704
19 H 1.433 6.176 1.734
20 C 3.905 0.919 -2.997
21 C 1.437 -1.822 1.992
22 H -6.173 0.245 0.875
23 H 4.645 -4.713 -0.082
24 C -0.284 0.118 -1.453
25 C -0.213 -3.499 1.262
26 C 1.919 2.843 1.212
27 C 4.020 -3.911 -0.456
28 H 3.207 -1.846 3.393
29 C -3.978 0.363 0.715
30 H 0.655 -6.203 5.466
31 C -4.525 -2.702 -2.858
32 H 3.530 -3.973 2.132
33 C 0.926 -1.051 -6.437
34 C 0.818 -1.024 -4.018
35 C -4.062 3.865 2.200
36 H 2.715 4.518 -2.287
37 H -0.302 -4.525 3.920
38 H -0.796 -2.198 -3.181
39 H -5.733 -2.681 -4.627
40 H 2.259 0.063 -5.188
41 C -3.138 -4.776 -4.064
42 C -1.974 -3.402 -0.107
43 C 2.744 0.012 2.386
44 H -2.197 -5.586 -0.342
45 C -0.286 -1.878 -4.088
46 H -0.073 -5.695 1.320
47 C -3.453 -3.287 -2.144
48 H -3.316 4.299 1.546
49 C 3.572 -1.562 -0.711
50 H 1.190 2.628 -1.916
51 C -2.752 -4.316 -2.819
52 C 3.447 -5.390 3.732
53 C 1.254 4.053 1.443
54 Cl -6.500 5.112 5.112
55 C -4.908 -3.152 -4.108
56 C 2.193 2.438 -2.281
57 C -3.640 1.700 1.118
58 C 4.019 4.065 1.179
59 Os -0.918 -0.625 0.424
60 C -1.652 -4.752 0.073
61 C 4.339 3.285 -2.961
62 H -1.045 -0.168 -2.182
63 H 4.254 -0.091 -3.190
64 H 3.839 1.972 0.805
65 C -0.778 -2.316 -5.310
66 C -4.226 -4.202 -4.702
67 C -5.671 4.104 3.951
68 C -5.237 -0.228 0.614
69 H -5.516 0.893 2.941
70 C 1.412 -0.614 -5.210
71 H 2.547 -5.235 -1.285
72 H 5.256 -2.347 0.360
73 C 4.766 1.986 -3.214
74 Cl 4.215 6.742 1.552
75 C 0.752 -4.765 3.868
76 C -3.037 -2.791 -0.851
77 C -0.705 1.315 -0.755
78 C 2.607 1.130 -2.523
79 H 1.399 -0.717 -7.353
80 C 2.846 -4.205 -1.133
81 H -6.700 2.326 4.555
82 H 5.094 4.080 1.052
83 C -0.227 1.597 0.582
84 C 1.281 -5.709 4.734
85 C -0.568 -4.810 0.952
86 H -5.051 -1.862 -2.430
87 H -5.841 -2.204 -0.221
88 C 1.550 -4.109 2.927
89 C -2.358 2.101 0.532
90 C 2.412 -1.843 -1.436
91 C 3.309 2.880 1.064
92 N -1.090 -2.638 0.637
93 H -2.579 -5.564 -4.553
94 C 3.052 3.510 -2.497
95 C -4.348 2.489 2.081
96 N -1.233 2.050 1.360
97 C -5.071 -1.482 0.005
98 C 2.050 -3.176 -1.618
99 H 5.011 4.119 -3.123
100 Ge 1.418 -0.389 -2.268
101 H -4.484 5.720 3.194
102 H -0.553 -2.238 -7.444
103 C 4.365 -2.586 -0.213
104 C 2.900 -4.446 2.871
105 C 1.953 5.246 1.548
106 C 1.635 0.382 1.509
107 Cl -4.710 -4.774 -6.278
108 C -5.311 1.955 2.960
109 H 1.147 -3.429 -2.166
110 C 0.938 -3.082 2.037
111 H -2.776 1.596 -1.545
112 N 0.885 -0.768 1.261

(2)
Below is a structure of composition C63H46Br2FGeNOP3Sn, with properties calculated with the ωB97M-V functional and the def2-TZVPD basis.

Total charge   +3
Calculated total energy   -302610.3546 eV
E_HOMO   -14.9 eV
Gap between HOMO and LUMO   5.8060 eV

Atoms and positions in Å:
1 C 2.950 4.119 0.125
2 H -4.350 -3.646 3.414
3 H -0.024 4.518 -4.119
4 C 0.594 1.945 4.276
5 H 3.779 6.035 0.595
6 C -3.937 2.022 1.586
7 C 3.890 -2.144 1.233
8 C 4.654 0.762 -0.271
9 C -2.962 -1.106 1.675
10 H -5.851 2.821 1.056
11 C -0.158 -3.068 0.500
12 C -1.007 -0.477 -2.481
13 C -2.096 -4.889 -0.325
14 H 1.927 4.363 -5.627
15 Br -4.254 0.719 -5.663
16 H 3.900 3.038 -4.955
17 C -3.748 -2.771 3.212
18 C -2.242 -1.063 3.986
19 C -3.442 2.302 -2.987
20 C -4.826 3.053 1.309
21 C 1.581 -0.928 4.942
22 C -1.811 0.680 -2.275
23 C -2.249 -0.498 2.713
24 C -1.166 -1.181 -3.647
25 C 3.400 0.480 -0.813
26 C 2.532 2.875 0.606
27 H 1.107 -4.064 2.794
28 H -4.288 1.002 1.557
29 C -2.990 -2.207 4.227
30 H -2.831 -5.618 -0.636
31 H 1.279 -4.282 5.228
32 C -2.622 2.319 1.936
33 H -1.824 3.209 -0.180
34 C 1.506 -0.775 3.548
35 Ge 2.017 1.127 3.223
36 H -4.301 -2.685 1.137
37 C -4.406 4.372 1.370
38 H -2.804 -4.807 1.695
39 C -0.111 3.005 6.334
40 H 6.190 -4.450 0.338
41 C 2.610 2.577 1.976
42 H -2.944 -0.693 0.669
43 C -1.763 2.166 4.813
44 N -1.530 1.426 -1.162
45 C 1.930 3.839 -4.681
46 H -2.772 5.704 1.791
47 C 0.838 3.254 -2.624
48 Sn 0.000 0.311 0.162
49 C 2.908 -3.827 -0.197
50 C 4.141 -4.457 -0.278
51 C -0.746 1.749 3.941
52 H -2.269 -1.416 -5.476
53 C -2.207 3.656 2.017
54 C 1.318 -3.304 4.769
55 C 4.344 -1.306 -2.114
56 C -2.781 1.081 -3.220
57 H 1.927 2.723 5.768
58 H 6.729 0.243 -0.268
59 C 3.460 5.078 0.982
60 H 4.784 1.579 0.427
61 C -2.078 -4.437 0.986
62 H 2.887 4.338 -0.931
63 H -2.804 2.021 4.559
64 H -0.006 3.365 -1.961
65 H -5.106 5.171 1.166
66 P 1.172 -1.936 0.992
67 H -1.197 -4.730 -2.268
68 H 1.762 -0.073 5.578
69 C 2.780 -2.667 0.564
70 C 0.893 2.586 5.476
71 C -2.134 2.596 -1.012
72 C 1.219 -3.177 3.400
73 H 0.142 3.491 7.265
74 P -1.410 1.054 2.387
75 H -1.131 -3.182 2.428
76 H -1.194 3.901 2.313
77 C 3.038 3.095 -4.305
78 C 1.935 2.480 -2.248
79 O -0.070 -0.747 -1.566
80 C 3.244 -0.558 -1.735
81 C -0.213 -3.491 -0.830
82 F 3.440 1.125 4.256
83 C -3.093 4.674 1.723
84 Br 0.025 -2.549 -4.126
85 C 1.478 -2.166 5.544
86 C 5.112 -2.786 1.151
87 H 3.259 3.373 3.871
88 C -2.967 0.265 -4.372
89 H -3.543 4.036 -1.731
90 H 0.488 -3.101 -1.553
91 H -2.228 3.091 6.680
92 H 2.277 -0.759 -2.180
93 H 6.460 -1.580 -1.909
94 H 2.062 -4.271 -0.695
95 C -3.093 3.070 -1.905
96 C 5.752 0.015 -0.670
97 C -3.728 -2.228 1.932
98 C -1.174 -4.399 -1.239
99 H -2.995 -2.645 5.215
100 H 5.961 -2.391 1.689
101 P 2.057 1.665 -0.631
102 C 5.598 -1.010 -1.592
103 C 5.238 -3.943 0.394
104 C 3.571 4.788 2.327
105 H 4.232 -2.104 -2.833
106 C 3.048 2.415 -3.098
107 C -1.440 2.779 6.008
108 H 3.988 5.514 3.011
109 C 0.833 3.923 -3.837
110 C -1.124 -3.520 1.401
111 H 3.800 -1.261 1.853
112 H 3.918 1.836 -2.831
113 C 3.147 3.559 2.813
114 H -1.670 -0.611 4.786
115 C 1.270 -1.917 2.788
116 H 4.235 -5.366 -0.855
117 H -4.192 2.640 -3.689
118 H 1.556 -2.245 6.619
119 C -2.165 -0.827 -4.576

(3)
Below is a structure of composition C63H51AsAuF9NO3P, with properties calculated with the ωB97M-V functional and the def2-TZVPD basis.

ΔE to the lowest compared entry with this formula, charge and spin   20.1 kcal/mol
Calculated total energy   -172067.8970 eV
E_HOMO   -8.4 eV
Gap between HOMO and LUMO   6.3026 eV

Atoms and positions in Å:
1 C -0.501 -1.062 4.948
2 F -4.976 -0.104 -1.055
3 H -0.351 2.968 -0.568
4 C 2.593 1.112 3.917
5 F -5.049 -0.825 1.362
6 C 3.586 -1.509 -4.545
7 H -1.250 -3.073 -1.966
8 H -3.761 2.784 0.322
9 C 1.328 7.041 -0.437
10 H 3.345 2.998 0.030
11 C 3.945 0.913 3.691
12 H -0.400 3.036 2.488
13 H -2.840 -6.688 3.617
14 C 1.410 -5.104 1.072
15 H 2.166 -1.414 -0.984
16 F -3.309 -0.638 -2.274
17 C -0.689 -3.516 3.156
18 C -2.237 -5.133 2.277
19 H 1.315 -6.910 -0.085
20 H -1.155 0.512 -3.375
21 F -2.993 0.457 -0.447
22 H 3.974 -1.510 -5.554
23 C 2.348 2.131 -3.588
24 H -2.841 -5.483 1.454
25 C -3.572 3.404 -0.547
26 Au -0.288 -1.080 0.169
27 H 2.146 -2.031 1.944
28 C -3.133 5.018 -2.743
29 C -4.513 -2.901 -0.801
30 H -1.615 2.212 1.501
31 H 2.146 8.887 0.281
32 C 0.502 -3.813 -1.167
33 H -2.426 1.102 -5.391
34 H 3.894 0.640 0.321
35 C -0.309 7.117 1.779
36 C 1.767 -1.829 4.969
37 H 0.539 -5.730 -2.126
38 C 4.409 0.735 2.396
39 H 1.726 -5.589 1.984
40 C 0.175 -1.738 -2.769
41 C 1.526 -2.883 2.233
42 P 1.007 1.190 0.163
43 C 0.408 6.029 -0.224
44 C 3.071 2.740 -0.983
45 H -1.565 -2.730 -7.044
46 C -1.476 -2.015 -6.238
47 C 3.922 -1.314 -2.192
48 H -1.496 -3.467 1.173
49 H 2.607 -2.324 4.510
50 H -4.950 2.339 -1.785
51 C -1.225 -0.191 -4.190
52 C 0.139 2.830 0.406
53 F -4.184 -2.702 1.931
54 C 0.247 -2.295 2.923
55 H -0.175 -3.845 -3.160
56 H 5.460 0.557 2.219
57 H 0.825 0.909 -2.708
58 H 2.219 1.219 4.926
59 C 1.695 -1.650 -3.057
60 C -0.211 -3.169 -2.308
61 H 4.632 0.873 4.524
62 C 0.862 -0.689 6.885
63 C -2.472 5.276 -1.554
64 C -2.093 -0.780 -6.345
65 H 0.337 5.231 -0.951
66 C -0.348 -0.553 6.224
67 C 1.175 -5.838 -0.078
68 H 0.983 -0.300 7.886
69 C -0.874 3.015 1.504
70 H -0.112 -3.831 5.206
71 C 1.432 8.095 0.455
72 C 1.917 -1.317 6.249
73 H 4.574 -1.178 -1.342
74 N 0.789 -3.127 -0.069
75 C -1.486 -5.313 4.539
76 C 3.531 0.794 1.328
77 H 2.055 -3.502 2.956
78 H 0.654 1.281 3.031
79 H 4.536 4.026 -1.850
80 C 4.441 -1.332 -3.473
81 C 2.224 -1.672 -4.342
82 O -0.329 -1.300 2.204
83 O -0.140 -0.776 -1.847
84 H 1.960 7.012 -1.314
85 H 5.501 -1.198 -3.635
86 C 1.232 -3.724 1.035
87 H 1.582 -1.801 -5.200
88 H -4.534 3.758 -3.762
89 H 2.871 -1.413 6.747
90 C 0.738 -5.186 -1.217
91 C -3.703 -0.531 -1.009
92 H -1.440 -0.974 4.426
93 H -0.963 7.151 2.645
94 C 2.563 -1.461 -1.987
95 C 1.712 1.173 2.853
96 C 0.550 -1.716 4.312
97 C -4.013 3.953 -2.835
98 C -1.957 0.133 -5.316
99 C -0.614 -1.431 -4.063
100 H -1.811 6.132 -1.486
101 O -2.280 -2.327 -0.330
102 C 3.746 3.314 -2.044
103 F -4.275 -4.124 -0.323
104 C 2.181 1.066 1.545
105 H 0.941 3.571 0.505
106 C -3.936 -1.574 1.256
107 C 3.399 2.999 -3.348
108 C -0.740 -2.338 -5.112
109 H -0.270 -3.310 -5.071
110 H 2.050 1.908 -4.601
111 H -1.503 -5.812 5.496
112 C -2.658 4.450 -0.452
113 H 3.935 3.448 -4.172
114 C 2.030 1.842 -1.219
115 F -2.993 -0.913 1.923
116 H -1.175 -0.058 6.709
117 F -5.797 -2.624 -0.525
118 H -2.674 -0.540 -7.223
119 C 0.608 8.131 1.568
120 C -4.241 3.151 -1.729
121 F -4.416 -2.991 -2.132
122 C -3.509 -1.859 -0.224
123 C -2.242 -5.797 3.488
124 C -0.425 6.048 0.892
125 As -1.866 4.756 1.310
126 H 0.674 8.955 2.264
127 C -1.466 -3.992 2.114
128 C 1.658 1.567 -2.529
129 C -0.703 -4.182 4.375
130 H -2.968 5.659 -3.598

(4)
Below is a structure of composition C63H53N5OP2RuS3, with properties calculated with the ωB97M-V functional and the def2-TZVPD basis.

ΔE to the lowest compared entry with this formula, charge and spin   11.7 kcal/mol
Multiplicity   6
Total charge   +3
Calculated total energy   -129329.5736 eV
E_HOMO (alpha / beta)   -14.3 / -14.4 eV
Gap between HOMO and LUMO (alpha / beta)   7.8506 / 5.0732 eV

Atoms and positions in Å:
1 H 7.028 4.400 -1.244
2 H -5.952 4.653 3.244
3 C 4.334 1.142 -1.500
4 C 3.738 -1.006 0.748
5 H 4.438 0.135 -1.878
6 H -5.736 -2.040 0.737
7 H 3.440 -6.228 1.855
8 C -1.163 3.179 -2.771
9 C 2.289 -3.137 0.923
10 C -5.505 4.402 2.295
11 C -0.183 2.891 2.425
12 C 4.177 4.965 0.047
13 H -1.587 -1.928 -3.792
14 C 0.149 2.927 4.809
15 C -0.986 -2.585 -3.182
16 H -0.834 -1.181 -1.548
17 S -1.024 -0.340 3.076
18 C -4.707 0.809 -1.149
19 N -2.671 -1.682 0.642
20 C -3.823 0.423 -2.140
21 C -0.310 3.242 -0.521
22 P 0.488 2.318 0.840
23 H -3.386 -1.433 -0.044
24 H 1.415 -5.064 1.232
25 C -1.938 -5.013 3.441
26 C -0.551 2.543 -1.706
27 H -2.861 4.231 3.983
28 H -7.604 0.694 -2.841
29 N -2.461 1.150 0.315
30 C -1.393 -4.411 1.175
31 C -1.891 3.773 3.860
32 H 0.763 2.718 5.671
33 C -0.165 -3.454 3.016
34 C 5.148 3.386 -1.368
35 H -0.243 1.494 -1.780
36 C 3.496 -2.382 0.995
37 C -5.115 3.098 2.039
38 H 0.486 -5.624 -3.288
39 C -0.931 -4.181 3.907
40 S -4.055 1.087 0.534
41 H -6.306 -2.907 2.178
42 H -2.531 -5.584 4.138
43 C 4.666 -4.466 1.725
44 H -0.740 -4.101 4.964
45 C -5.672 0.258 -3.657
46 C 5.219 2.134 -1.942
47 Ru -0.477 -0.068 0.498
48 C -0.385 -3.568 1.642
49 H 1.205 -4.925 -1.040
50 H 6.062 5.943 0.235
51 H 7.288 -3.314 3.095
52 C 2.333 -4.494 1.248
53 H -4.020 3.492 -1.158
54 H 6.969 -0.641 1.763
55 C -1.519 4.517 -2.661
56 H -1.502 6.266 -1.423
57 H 1.409 4.825 1.940
58 H -0.424 5.138 0.479
59 C 0.202 -3.032 -1.135
60 S 2.419 0.112 0.266
61 H 5.055 0.648 0.974
62 C 2.100 3.189 0.761
63 C 6.046 -1.149 1.535
64 H -0.933 -4.141 -4.652
65 H 7.695 -3.619 1.426
66 C -6.547 0.624 -2.647
67 H -6.052 0.045 -4.642
68 C -4.406 -2.080 2.392
69 H 3.226 6.354 1.384
70 C -1.250 5.220 -1.497
71 C 3.491 -5.176 1.624
72 H 5.998 4.958 -2.542
73 N -3.188 -1.603 1.927
74 C -6.069 0.898 -1.375
75 H 0.621 -2.802 3.374
76 H 5.070 6.564 -1.064
77 C 4.947 -0.420 1.085
78 H -6.739 1.188 -0.581
79 C -4.313 0.160 -3.408
80 H 5.969 1.893 -2.678
81 C 3.217 5.366 0.951
82 H -1.357 2.642 -3.688
83 C 5.989 4.609 -1.508
84 C 2.182 4.480 1.268
85 C -0.643 4.589 -0.425
86 H -5.233 2.328 2.786
87 N -4.498 -1.866 3.661
88 C -4.422 3.750 -0.188
89 C -4.809 5.051 0.086
90 C -1.102 3.506 4.968
91 C -0.576 -2.187 -1.925
92 C -2.166 -5.126 2.078
93 H -2.186 2.049 -0.078
94 H -1.988 5.016 -3.495
95 C 3.356 1.408 -0.562
96 C 5.360 5.647 -0.549
97 C 4.642 -3.092 1.423
98 H -5.659 6.390 1.520
99 H -1.542 -4.554 0.110
100 C 0.586 -4.271 -1.634
101 C 3.143 2.713 -0.073
102 C 5.900 -2.510 1.678
103 C -5.442 -2.701 1.552
104 H -2.764 0.348 -1.915
105 H -3.200 -1.050 5.011
106 C 6.857 -3.557 2.122
107 H 6.027 -5.309 3.146
108 C 0.606 2.612 3.545
109 H -5.091 -3.639 1.121
110 H 1.576 2.150 3.407
111 H 6.450 -5.614 1.483
112 H -2.072 3.659 1.732
113 H -1.460 3.746 5.956
114 H -3.632 -0.124 -4.195
115 N -3.357 -1.272 4.039
116 C -2.524 -1.075 3.003
117 C 4.117 3.653 -0.451
118 C -4.576 2.790 0.800
119 H -2.941 -5.786 1.717
120 P 0.612 -2.478 0.560
121 O 1.633 -0.554 -0.821
122 C -1.445 3.456 2.589
123 H -2.351 -2.640 0.456
124 C 6.037 -4.860 2.153
125 C 0.180 -4.665 -2.899
126 H -4.716 5.806 -0.679
127 C -0.613 -3.830 -3.668
128 C -5.347 5.377 1.322

Number 1: F_max 0.5 eV Å⁻¹. Number 2: F_max 1.0 eV Å⁻¹. Number 3: F_max 2.6 eV Å⁻¹. Number 4: F_max 2.5 eV Å⁻¹.